# 1
Molecular formula: C29H86N16O11
Method: DFT, wB97M-V/def2-TZVPD

Geometry (Å):
C 3.05 0.81 1.14
O 1.69 1.05 1.45
C 0.83 0.03 1.00
C -0.59 0.55 1.03
C -0.95 0.94 2.46
N -1.51 -0.42 0.45
H 3.18 1.36 0.20
H 3.35 -0.24 1.21
H 3.73 1.39 1.77
H 1.21 -0.45 0.08
H 0.88 -0.85 1.67
H -0.64 1.47 0.43
H -2.01 0.87 2.69
H -0.73 1.99 2.64
H -0.38 0.32 3.16
H -1.34 -0.52 -0.55
H -2.44 -0.02 0.49
C 8.24 -4.75 -0.48
O 6.87 -4.65 -0.77
C 6.43 -3.31 -0.81
C 5.06 -3.24 -1.44
C 4.54 -1.82 -1.44
N 4.21 -4.05 -0.58
H 8.88 -4.08 -1.07
H 8.54 -5.78 -0.69
H 8.44 -4.55 0.58
H 6.36 -2.85 0.19
H 7.17 -2.70 -1.35
H 5.09 -3.62 -2.47
H 3.47 -1.82 -1.65
H 5.03 -1.17 -2.17
H 4.66 -1.27 -0.50
H 3.30 -4.25 -0.97
H 4.63 -4.93 -0.31
C 3.33 1.24 -3.27
O 3.04 0.65 -4.53
C 3.02 -0.78 -4.57
C 1.86 -1.19 -5.47
C 1.57 -2.68 -5.20
N 2.15 -1.03 -6.90
H 2.56 0.92 -2.55
H 3.48 2.30 -3.43
H 4.27 0.81 -2.89
H 3.97 -1.22 -4.89
H 2.83 -1.06 -3.53
H 0.96 -0.66 -5.18
H 2.46 -3.27 -5.42
H 0.68 -2.97 -5.74
H 1.29 -2.83 -4.15
H 3.04 -1.51 -7.07
H 2.49 -0.07 -6.99
C -0.50 -3.00 -1.29
O -0.41 -4.36 -1.64
C -1.36 -4.75 -2.66
C -0.60 -5.46 -3.78
C -1.53 -5.63 -4.98
N -0.14 -6.79 -3.34
H -0.36 -2.30 -2.12
H 0.28 -2.83 -0.55
H -1.46 -2.83 -0.81
H -2.13 -5.31 -2.13
H -1.81 -3.83 -3.06
H 0.29 -4.85 -3.95
H -2.34 -6.30 -4.68
H -0.98 -6.10 -5.80
H -1.92 -4.65 -5.23
H -0.97 -7.32 -3.07
H 0.34 -6.71 -2.45
C -7.41 0.68 1.15
O -6.97 -0.51 1.78
C -6.28 -0.21 2.99
C -4.78 0.01 2.78
C -4.00 -1.29 2.74
N -4.21 0.81 3.89
H -8.14 0.45 0.37
H -6.53 1.21 0.76
H -7.92 1.36 1.84
H -6.71 0.67 3.49
H -6.45 -1.10 3.61
H -4.56 0.57 1.86
H -2.97 -1.05 2.48
H -4.40 -2.05 2.06
H -3.94 -1.86 3.67
H -4.64 1.73 3.80
H -4.66 0.51 4.76
C -0.25 7.24 0.11
O -0.70 5.94 0.44
C -1.76 5.97 1.36
C -2.26 4.56 1.58
C -3.07 4.05 0.42
N -3.11 4.62 2.84
H -0.14 7.91 0.97
H -1.04 7.71 -0.51
H 0.66 7.19 -0.47
H -1.47 6.43 2.31
H -2.61 6.59 1.00
H -1.47 3.83 1.78
H -3.39 3.01 0.58
H -2.52 3.98 -0.52
H -4.03 4.55 0.32
H -2.35 4.80 3.51
H -3.19 3.63 3.11
N -2.50 1.81 -2.23
C -1.46 1.00 -2.63
N -0.35 1.73 -3.00
O -1.45 -0.23 -2.69
H -2.29 2.79 -2.29
H -3.35 1.44 -1.84
H -0.43 2.72 -3.13
H 0.45 1.24 -3.35
N 1.32 1.81 4.98
C 1.09 0.53 5.43
N 1.72 -0.42 4.64
O 0.53 0.32 6.49
H 1.35 2.59 5.60
H 1.55 1.99 4.01
H 2.53 -0.07 4.16
H 1.83 -1.34 5.03
N -2.07 2.38 6.10
C -1.76 3.70 6.10
N -2.39 4.48 7.04
O -0.96 4.20 5.30
H -1.79 1.80 5.32
H -2.95 2.16 6.53
H -2.96 4.10 7.76
H -2.22 5.46 6.92
N -4.30 -2.58 -1.40
C -5.03 -1.41 -1.37
N -6.38 -1.65 -1.38
O -4.50 -0.32 -1.47
H -3.30 -2.49 -1.36
H -4.72 -3.40 -1.00
H -7.03 -0.89 -1.27
H -6.73 -2.57 -1.59
N 5.79 2.97 1.78
C 5.95 3.38 0.47
N 7.00 2.79 -0.18
O 5.18 4.16 -0.04
H 6.38 2.27 2.18
H 5.04 3.34 2.33
H 7.18 3.05 -1.13
H 7.62 2.14 0.26

The calculation puts the LUMO energy at 0.258 eV. As for the orbital gap: 8.9507 eV. The value obtained for the energy relative to the best compared isomer or geometry (same formula, charge and spin) is 2.338 eV.



# 2
Molecular formula: C11H14CrF7MgN3O11S2
Method: DFT, wB97M-V/def2-TZVPD

Geometry (Å):
Cr -1.55 2.88 1.38
Mg -2.56 0.10 -0.59
O -2.37 1.16 1.02
H -2.99 1.07 1.76
O -0.55 2.63 3.04
H 0.23 2.07 3.12
C -3.53 4.19 -2.60
F -4.65 4.05 -1.95
F -3.69 4.03 -3.91
F -2.98 5.38 -2.43
S -2.23 2.94 -1.98
O -2.79 1.59 -1.98
O -1.08 3.10 -2.85
O -1.95 3.32 -0.59
C 1.20 -0.31 0.94
F 1.92 -1.28 0.40
F 0.16 -0.90 1.54
F 1.92 0.37 1.81
S 0.47 0.89 -0.38
O 0.04 2.05 0.44
O 1.54 1.03 -1.31
O -0.75 0.24 -0.87
C 4.45 0.42 4.17
C 5.43 0.76 3.06
O 6.36 1.63 3.72
C 6.19 1.52 5.03
O 6.86 1.99 5.89
O 5.27 0.51 5.31
F 4.96 1.37 1.95
H 3.96 -0.52 3.91
H 3.62 1.14 4.14
H 5.94 -0.15 2.75
C -3.96 -3.26 -3.26
C -3.29 -2.09 -2.74
N -2.78 -1.12 -2.39
H -4.15 -3.06 -4.32
H -4.94 -3.37 -2.79
H -3.41 -4.18 -3.11
C 1.55 -1.23 -4.17
C 0.64 -2.19 -3.55
N -0.01 -2.99 -3.03
H 0.97 -0.68 -4.91
H 2.33 -1.82 -4.65
H 2.02 -0.67 -3.37
C -1.89 -4.20 1.62
C -2.05 -2.92 0.98
N -2.22 -1.93 0.43
H -1.54 -4.95 0.90
H -2.86 -4.58 1.94
H -1.27 -4.05 2.50

The calculation puts the LUMO energy (alpha / beta) at -5.919 / -4.609 eV. As for the orbital gap (alpha / beta): 6.9448 / 8.2551 eV. The charge is +1. As for the spin multiplicity: 4.



# 3
Molecular formula: C19H25AsF3N2RuS3Si2
Method: DFT, wB97M-V/def2-TZVPD

Geometry (Å):
Ru -0.62 0.99 -0.96
F 3.28 5.92 -1.07
C 2.15 5.24 -1.31
F 1.82 5.45 -2.60
F 1.18 5.77 -0.56
C 2.33 3.77 -1.03
C 3.53 3.27 -0.57
C 3.67 1.91 -0.29
C 2.57 1.10 -0.45
N 1.41 1.58 -0.91
C 1.27 2.88 -1.23
S -0.35 3.22 -1.80
H 4.37 3.94 -0.43
H 4.60 1.50 0.06
H 2.59 0.04 -0.22
S -2.97 1.28 -0.79
C -2.42 1.62 0.80
N -1.14 1.36 0.91
C -0.61 1.64 2.16
C 0.70 1.46 2.59
C 1.01 1.79 3.90
C 0.03 2.28 4.77
C -1.28 2.46 4.34
C -1.59 2.13 3.03
S -3.14 2.24 2.24
H 1.46 1.07 1.92
H 2.02 1.66 4.26
H 0.30 2.54 5.78
H -2.03 2.84 5.02
C 1.16 -3.73 -2.51
Si 0.04 -2.26 -2.80
C 0.91 -0.86 -3.67
C -1.56 -2.71 -3.64
As -0.56 -1.34 -0.68
Si -1.73 -2.73 0.88
C -2.78 -3.89 -0.14
C -0.40 -3.62 1.84
C -2.74 -1.60 1.95
H 1.52 -4.13 -3.46
H 0.62 -4.54 -2.00
H 2.03 -3.46 -1.91
H 0.87 -1.01 -4.75
H 1.96 -0.79 -3.38
H 0.46 0.12 -3.48
H -1.32 -3.17 -4.60
H -2.17 -1.82 -3.84
H -2.16 -3.42 -3.07
H -2.18 -4.52 -0.79
H -3.52 -3.35 -0.74
H -3.33 -4.55 0.54
H 0.22 -4.24 1.19
H -0.86 -4.27 2.58
H 0.25 -2.92 2.36
H -3.44 -0.99 1.37
H -2.11 -0.93 2.54
H -3.33 -2.21 2.65

The calculation puts the LUMO energy (alpha / beta) at -5.346 / -5.347 eV. As for the orbital gap (alpha / beta): 5.5738 / 5.5732 eV. The value obtained for the energy relative to the best compared isomer or geometry (same formula, charge and spin) is 0.000 eV. The charge is +1.



# 4
Molecular formula: C28H26N6OSSr
Method: DFT, wB97M-V/def2-TZVPD

Geometry (Å):
Sr -0.33 -0.31 0.57
C -2.63 3.54 1.95
C -2.05 4.68 1.39
C -0.90 4.55 0.66
C -0.32 3.29 0.47
N -0.88 2.19 1.00
C -2.01 2.34 1.72
N 0.86 3.31 -0.28
C 1.52 2.30 -0.74
N 1.31 0.93 -0.67
C 2.36 0.31 -1.33
N 2.63 -0.93 -1.51
C 2.11 -2.06 -0.91
C 2.01 -3.21 -1.71
C 1.73 -4.42 -1.12
C 1.55 -4.48 0.26
C 1.63 -3.31 0.97
N 1.87 -2.11 0.41
C 3.28 1.35 -1.88
C 4.45 1.24 -2.60
C 5.10 2.42 -2.96
C 4.58 3.66 -2.58
C 3.40 3.75 -1.84
C 2.77 2.57 -1.50
H -3.54 3.58 2.54
H -2.50 5.66 1.54
H -0.40 5.40 0.21
H -2.45 1.43 2.13
H 2.20 -3.12 -2.77
H 1.66 -5.32 -1.73
H 1.37 -5.42 0.77
H 1.48 -3.30 2.04
H 4.84 0.27 -2.88
H 6.01 2.38 -3.53
H 5.10 4.56 -2.86
H 2.99 4.70 -1.53
C -3.42 -4.63 -1.24
N -2.26 -3.93 -0.70
C -1.86 -4.37 0.63
C -1.76 -2.83 -1.24
C -2.28 -2.30 -2.54
O -0.86 -2.16 -0.68
H -3.45 -5.62 -0.81
H -3.37 -4.74 -2.32
H -4.35 -4.11 -0.97
H -2.71 -4.28 1.31
H -1.06 -3.75 1.00
H -1.53 -5.41 0.57
H -2.90 -2.97 -3.12
H -1.43 -1.98 -3.14
H -2.87 -1.41 -2.30
S -3.02 -1.19 1.22
C -4.17 -0.33 2.26
C -4.02 -0.31 3.65
C -4.90 0.40 4.46
C -5.96 1.10 3.91
C -6.13 1.08 2.53
C -5.26 0.37 1.72
H -3.20 -0.86 4.09
H -4.75 0.40 5.54
H -6.65 1.65 4.55
H -6.96 1.62 2.09
H -5.39 0.37 0.65

The calculation puts the LUMO energy at -0.089 eV. As for the orbital gap: 7.0290 eV. The value obtained for the energy relative to the best compared isomer or geometry (same formula, charge and spin) is 0.000 eV.



# 5
Molecular formula: C4H8N4O
Method: DFT, wB97M-V/def2-TZVPD

Geometry (Å):
C 0.07 1.26 0.39
C 1.24 0.59 0.20
C -0.90 -0.79 0.07
C -2.34 1.11 -0.18
N -1.44 -1.91 0.27
N -1.07 0.45 0.16
N 1.24 -0.72 0.25
N 2.31 -1.54 -0.18
O 2.33 1.34 -0.02
H -0.14 2.28 0.42
H -2.31 1.96 -0.76
H -2.90 0.42 -0.77
H -2.99 1.37 0.72
H -0.88 -2.57 -0.09
H 2.39 -2.36 0.30
H 2.22 -1.80 -1.22
H 3.18 0.93 0.44

The calculation puts the LUMO energy at 0.724 eV. As for the orbital gap: 7.8243 eV. The value obtained for the energy relative to the best compared isomer or geometry (same formula, charge and spin) is 5.532 eV.



# 6
Molecular formula: C24H21N4O4
Method: DFT, wB97M-V/def2-TZVPD

Geometry (Å):
C -2.85 -1.43 2.25
C -2.19 -0.42 3.18
C -2.99 0.74 3.41
N -3.66 1.69 3.60
C -0.80 -0.08 2.75
C 0.12 -1.12 2.46
C 1.48 -0.87 2.31
C 1.97 0.45 2.32
C 3.39 0.70 2.15
N 4.52 0.90 2.03
C 1.06 1.51 2.48
C -0.30 1.25 2.67
H -2.30 -2.38 2.28
H -3.87 -1.61 2.63
H -2.93 -1.13 1.19
H -0.24 -2.15 2.40
H 2.19 -1.69 2.19
H 1.45 2.54 2.46
H -0.96 2.11 2.79
C -0.51 1.65 10.53
O 0.01 1.60 9.18
C -0.54 0.72 8.30
C -0.12 0.81 6.95
C -0.78 0.10 5.98
C -1.89 -0.71 6.26
C -2.60 -1.34 5.11
C -3.91 -1.81 5.38
C -4.37 -3.06 4.76
O -3.63 -3.82 4.14
N -5.74 -3.34 4.84
C -6.24 -4.50 4.11
C -6.64 -2.71 5.70
O -7.82 -3.02 5.82
N -6.09 -1.66 6.46
C -7.06 -0.95 7.26
C -4.89 -1.01 6.13
O -4.70 0.16 6.46
C -2.19 -0.93 7.63
C -1.53 -0.23 8.63
H -0.01 2.50 10.99
H -1.59 1.80 10.53
H -0.26 0.73 11.07
H 0.69 1.49 6.70
H -0.49 0.18 4.94
H -1.97 -1.98 4.48
H -7.31 -4.56 4.29
H -6.05 -4.37 3.04
H -5.74 -5.40 4.46
H -6.53 -0.27 7.92
H -7.75 -0.40 6.63
H -7.63 -1.69 7.83
H -2.95 -1.65 7.93
H -1.79 -0.37 9.69

The calculation puts the LUMO energy at 2.342 eV. As for the orbital gap: 6.6080 eV. The value obtained for the energy relative to the best compared isomer or geometry (same formula, charge and spin) is 0.432 eV. The charge is -1.



# 7
Molecular formula: CH3BrOS
Method: DFT, wB97M-V/def2-TZVPD

Geometry (Å):
C 0.66 0.04 -0.04
O 0.51 -1.24 -0.50
S -0.79 1.81 0.00
Br -2.40 0.53 0.32
H -0.18 -1.70 -0.10
H 0.83 0.13 1.04
H 1.38 0.43 -0.72

The calculation puts the LUMO energy at -0.087 eV. As for the orbital gap: 8.5278 eV. The value obtained for the energy relative to the best compared isomer or geometry (same formula, charge and spin) is 1.025 eV.